Formula: C16H19FeN4O6S
Source: the OMol25 dataset
Level of theory: ωB97M-V/def2-TZVPD

Calculated values
2S+1   2
Energy   -2953.4757 Eh
Net charge   0
Maximum force   2.77 eV/A
LUMO (alpha / beta)   -0.38 / 0.22 eV
Relative energy (zero: lowest compared OMol25 entry of this formula, charge and spin)   34.11 kcal/mol
Gap between HOMO and LUMO (alpha / beta)   8.437 / 9.040 eV

```
47
Properties=species:S:1:pos:R:3:forces:R:3
Fe 2.825 -2.901 -0.933 0.87 2.58 0.50
N 1.494 -5.267 2.168 0.09 0.33 0.10
C 1.996 -4.633 1.103 -0.07 -1.05 -0.78
O 2.297 -3.443 1.115 0.21 1.24 -0.74
C 2.216 -5.376 -0.193 -0.36 -0.72 0.08
C 1.875 -4.449 -1.337 0.27 -0.08 0.00
H 1.359 -4.743 3.017 -0.01 -0.02 0.02
H 1.199 -6.225 2.134 0.08 -0.02 -0.08
H 1.652 -6.316 -0.201 0.07 -0.03 -0.07
H 3.280 -5.620 -0.249 0.02 -0.05 0.13
H 0.862 -4.065 -1.370 -0.23 -0.63 -0.23
H 2.353 -4.635 -2.294 -0.39 -0.71 -0.24
C -3.257 6.840 1.496 0.07 -0.11 0.00
C -3.046 5.349 1.515 -0.03 0.06 0.00
C -4.024 4.482 1.990 0.06 -0.03 0.02
C -3.819 3.112 2.010 -0.02 -0.01 -0.02
C -2.621 2.566 1.559 0.03 0.02 -0.06
N -2.456 1.169 1.660 -0.04 0.05 0.14
C -1.700 0.272 0.937 -0.18 0.01 -0.10
O -1.572 -0.877 1.311 0.06 0.00 -0.01
N -1.182 0.768 -0.235 0.07 0.07 -0.03
C -0.339 0.108 -1.137 -0.11 -0.06 -0.03
C -0.038 0.736 -2.342 0.00 -0.03 0.01
C 0.788 0.104 -3.250 -0.21 -0.05 -0.03
C 1.288 -1.147 -2.943 0.02 -0.09 -0.06
N 1.026 -1.745 -1.778 0.80 0.30 0.62
C 0.233 -1.135 -0.892 -0.08 -0.23 0.11
C -1.627 3.427 1.098 0.06 0.02 0.06
C -1.849 4.796 1.075 -0.05 -0.02 -0.02
H -4.259 7.099 1.834 0.00 0.03 -0.01
H -3.117 7.239 0.490 -0.03 0.03 0.01
H -2.537 7.336 2.149 -0.03 0.04 0.00
H -4.962 4.881 2.357 0.00 0.00 -0.02
H -4.592 2.453 2.388 -0.02 0.01 -0.03
H -2.989 0.714 2.384 0.08 -0.06 0.01
H -1.489 1.685 -0.517 -0.01 -0.02 0.00
H -0.465 1.708 -2.566 0.05 0.02 0.01
H 1.042 0.572 -4.189 -0.01 -0.02 -0.02
H 1.937 -1.678 -3.621 0.05 0.06 0.01
H 0.024 -1.658 0.029 0.10 0.04 0.05
H -0.657 3.047 0.804 0.01 0.00 0.05
H -1.059 5.451 0.727 0.01 -0.02 -0.01
O 6.187 -1.457 -1.746 -0.04 -0.13 -0.03
S 4.876 -1.945 -1.479 0.57 0.32 0.07
O 4.130 -1.264 -0.374 -0.28 -0.25 -0.12
O 4.805 -3.420 -1.070 -0.85 -0.26 0.48
O 3.916 -1.915 -2.634 -0.61 -0.51 0.26
```
Positions in Å, forces in eV/Å.